{"formula": "H4NO2P2", "method": "ωB97M-V/def2-TZVPD", "total_charge": -1, "gap_ev": 8.0, "symbols": ["N", "O", "O", "P", "P", "H", "H", "H", "H"], "coordinates": [[1.1154, -1.3793, -0.5012], [-2.9177, -0.7031, 1.2176], [-2.1192, -0.8931, -1.2290], [-2.3547, 1.9765, -0.1431], [-2.4979, -0.0405, -0.0466], [0.7613, -0.6791, -1.1100], [0.4000, -2.0955, -0.5005], [1.2673, -1.2015, 0.4228], [-3.0560, 2.3881, 1.0373]], "forces_ev_per_angstrom": [[-0.164, -2.535, -2.694], [-0.073, 0.235, -0.191], [-0.108, 1.225, 0.717], [0.142, 1.301, -0.725], [-0.098, -2.090, 0.223], [-0.233, 1.077, 0.265], [-0.071, -0.075, -0.205], [0.395, 1.571, 2.651], [0.211, -0.709, -0.042]]}

***

{"formula": "H4NO4PSi", "method": "ωB97M-V/def2-TZVPD", "total_charge": -2, "gap_ev": 7.1, "symbols": ["N", "O", "O", "O", "O", "Si", "P", "H", "H", "H", "H"], "coordinates": [[-1.9009, -0.3088, -1.1811], [1.3262, -0.8006, 0.6036], [2.8308, 1.2247, 0.0037], [1.5814, 1.1855, 2.2403], [0.2246, 1.1931, 0.0183], [-0.2641, -0.3707, -0.2297], [1.6585, 0.7500, 0.8070], [-2.5759, 0.2376, -0.6585], [0.3106, -0.9455, -1.4837], [-0.9559, -0.9009, 1.0012], [-2.2351, -1.2643, -1.1211]], "forces_ev_per_angstrom": [[0.250, 0.803, -0.103], [0.061, 0.485, 0.025], [0.145, 0.016, -0.162], [-0.043, 0.039, 0.181], [0.197, 0.317, 0.136], [-0.094, -0.864, -0.320], [0.101, 0.360, 0.150], [-0.285, 0.044, 0.233], [0.011, -0.615, -0.174], [-0.262, -0.399, 0.051], [-0.081, -0.185, -0.017]]}

***

{"formula": "H4NOPS2", "method": "ωB97M-V/def2-TZVPD", "gap_ev": 8.7, "symbols": ["N", "O", "P", "S", "S", "H", "H", "H", "H"], "coordinates": [[-0.3324, 0.8445, 0.8743], [-0.0078, 0.5274, -1.7004], [0.2384, -0.2157, -0.2809], [2.0984, -0.8345, 0.0171], [-1.1927, -1.7252, -0.4680], [0.0155, 1.7535, 0.9917], [-0.7882, 0.3745, 1.6748], [1.0382, 1.1608, -1.9376], [-1.0694, -1.8852, 0.8290]], "forces_ev_per_angstrom": [[-1.620, -2.559, 0.191], [4.838, 2.823, -0.683], [1.797, 0.378, -0.313], [-1.313, 0.510, -0.318], [-0.057, 0.507, -0.494], [0.614, 1.027, 0.285], [0.575, 0.978, -0.652], [-4.769, -3.169, 1.154], [-0.064, -0.494, 0.831]]}

***

{"formula": "H4NP3", "method": "ωB97M-V/def2-TZVPD", "gap_ev": [6.1, 6.1], "symbols": ["N", "P", "P", "P", "H", "H", "H", "H"], "coordinates": [[-2.4804, 0.3575, -0.6634], [-0.0116, 1.0891, 0.8323], [-1.3425, -0.4291, 0.0050], [1.5459, 0.6792, -0.5558], [-1.6461, -1.3545, 1.0168], [-0.5413, -1.2861, -0.7717], [2.4839, 1.4633, 0.1195], [1.9921, -0.5195, 0.0173]], "forces_ev_per_angstrom": [[0.081, 1.729, -0.196], [-1.415, 0.095, -0.143], [0.774, -1.798, 0.795], [0.182, 0.051, -0.680], [-0.133, -0.022, 0.290], [0.265, -0.037, -0.220], [0.202, 0.336, 0.078], [0.044, -0.354, 0.076]]}

***

{"formula": "H4NS", "method": "ωB97M-V/def2-TZVPD", "total_charge": -1, "gap_ev": 7.3, "symbols": ["N", "H", "H", "H", "S", "H"], "coordinates": [[0.7814, 1.0817, -0.9635], [0.4276, 0.1758, -0.7701], [-0.1264, 1.5155, -1.1324], [0.9463, 1.3198, 0.0532], [-1.2763, -1.6164, 0.9453], [-0.7526, -2.4764, 1.8675]], "forces_ev_per_angstrom": [[-0.069, 1.167, 1.667], [-0.148, -1.952, -0.099], [0.153, 0.516, -0.145], [0.012, 0.159, -1.347], [0.223, -0.249, 0.307], [-0.171, 0.359, -0.383]]}

***

{"formula": "H4O2", "method": "ωB97M-V/def2-TZVPD", "smiles": "O.O", "gap_ev": 11.9, "symbols": ["H", "H", "H", "H", "O", "O"], "coordinates": [[0.7948, 0.2210, -1.5674], [1.7601, 1.1965, -0.8077], [-1.0103, -1.0700, 1.3405], [-1.2360, 0.1305, 0.2176], [1.5582, 0.2549, -0.9539], [-1.5968, -0.3146, 1.0561]], "forces_ev_per_angstrom": [[0.793, 0.215, 0.488], [-0.254, -0.570, -0.202], [-0.663, 1.471, -0.954], [-0.396, -1.459, 2.116], [-0.570, 0.350, -0.321], [1.091, -0.007, -1.128]]}

***

{"formula": "H4O2", "method": "ωB97M-V/def2-TZVPD", "smiles": "O.O", "gap_ev": 11.8, "symbols": ["O", "H", "H", "O", "H", "H"], "coordinates": [[0.1022, -0.2598, -1.2757], [-0.6667, -0.7092, -1.6502], [0.8565, -0.8207, -1.4958], [-0.4221, 0.5253, 1.6882], [0.4933, 0.5312, 1.9908], [-0.3632, 0.7331, 0.7428]], "forces_ev_per_angstrom": [[-0.031, -0.100, -0.164], [0.178, 0.077, 0.103], [-0.167, 0.100, 0.062], [0.130, 0.181, -0.158], [-0.153, -0.006, -0.044], [0.042, -0.252, 0.201]]}

***

{"formula": "H4O2", "method": "ωB97M-V/def2-TZVPD", "smiles": "O.O", "gap_ev": 11.7, "symbols": ["H", "H", "H", "H", "O", "O"], "coordinates": [[1.0795, -1.8187, -0.0968], [-0.3950, -1.5070, 0.1244], [-0.1621, 0.7243, 0.0079], [-0.2654, 2.2379, 0.3457], [0.4226, -1.1347, -0.2189], [-0.6795, 1.4981, -0.1622]], "forces_ev_per_angstrom": [[0.248, -0.151, 0.040], [-0.072, -0.070, -0.024], [0.782, -0.737, 0.123], [-0.495, -1.107, -0.657], [-0.224, 0.127, 0.032], [-0.238, 1.938, 0.487]]}

***

{"formula": "H4O2", "method": "ωB97M-V/def2-TZVPD", "smiles": "O.O", "gap_ev": 11.3, "symbols": ["H", "H", "H", "H", "O", "O"], "coordinates": [[1.6832, 0.6181, -0.0906], [1.6270, -0.7411, 0.3714], [-0.8855, -0.3052, -0.4518], [-1.7207, 0.7151, 0.2441], [1.0203, -0.1065, -0.0599], [-1.7244, -0.1805, -0.0133]], "forces_ev_per_angstrom": [[-1.025, -0.019, -0.389], [-0.959, -0.292, -0.206], [0.421, -0.065, -0.022], [-0.014, 1.571, 0.513], [2.306, 0.334, 0.528], [-0.728, -1.530, -0.423]]}

***

{"formula": "H4O2", "method": "ωB97M-V/def2-TZVPD", "smiles": "O.O", "gap_ev": 11.9, "symbols": ["H", "H", "H", "H", "O", "O"], "coordinates": [[-0.6020, 0.0717, 0.0403], [-1.6486, -0.4514, 1.2443], [1.3762, 0.3267, 0.1189], [0.9003, 0.0002, -1.2764], [-0.8985, -0.7405, 0.5530], [0.8726, 0.7932, -0.6800]], "forces_ev_per_angstrom": [[-0.716, -0.975, 1.076], [2.701, -0.785, -2.611], [-1.527, 1.840, -2.134], [-0.174, 1.170, 0.202], [-2.295, 1.609, 1.803], [2.012, -2.860, 1.664]]}

***

{"formula": "H4O2", "method": "ωB97M-V/def2-TZVPD", "smiles": "O.O", "gap_ev": 11.4, "symbols": ["O", "H", "H", "O", "H", "H"], "coordinates": [[0.5908, -0.7809, -0.5768], [0.2010, -1.1661, -1.3941], [1.3290, -1.3884, -0.3438], [-0.4953, 1.4285, 0.6457], [-0.2418, 0.4788, 0.6002], [-1.3837, 1.4281, 1.0688]], "forces_ev_per_angstrom": [[0.498, -1.314, -0.619], [0.384, 0.459, 0.875], [-0.774, 0.634, -0.256], [-0.943, -0.695, 0.648], [-0.164, 0.879, -0.213], [0.999, 0.038, -0.436]]}

***

{"formula": "H4O2", "method": "ωB97M-V/def2-TZVPD", "smiles": "O.O", "gap_ev": 11.5, "symbols": ["H", "H", "H", "H", "O", "O"], "coordinates": [[0.7841, -0.7015, -0.0039], [0.6014, -1.1543, 1.5207], [-0.4059, 1.7466, -1.1046], [-1.3671, 0.7394, -0.3202], [0.8724, -1.4792, 0.6017], [-0.4850, 0.8490, -0.6937]], "forces_ev_per_angstrom": [[-0.109, -0.736, 0.914], [0.605, -0.517, -2.162], [-0.428, -1.265, 0.698], [0.094, 0.311, -0.204], [-0.547, 1.256, 1.268], [0.384, 0.951, -0.513]]}

***

The calculation returns the following energy relative to the best compared isomer or geometry (same formula, charge and spin) values, one per record and in order: 94.6, 0.0, 115.8, 341.0, 17.9, 32.7, 7.9, 8.0, 22.6, 52.5, 12.8, 15.8 kJ/mol.
The calculation returns the following F_max values, one per record and in order: 3.70, 0.93, 5.84, 2.11, 2.04, 2.60, 0.32, 2.01, 2.39, 3.87, 1.54, 2.30 eV/A.